# 1
The following is a quantum chemistry calculation of a structure of composition C5H10O, from the OMol25 dataset.

Last column: Löwdin charge in e.
Positions of all 16 atoms, in Å:
1 C 1.5035 -0.8964 -0.0891  -0.0593
2 C 0.2662 -0.0964 0.1425  -0.2747
3 C -0.1255 1.1900 0.2323  -0.0757
4 C -1.4334 0.9457 -0.4683  -0.1116
5 C -1.1359 -0.5544 -0.1447  -0.3544
6 O -1.2804 -1.5528 -1.1170  -0.0101
7 H 1.6075 -1.7801 0.5484  0.0829
8 H 1.3996 -1.2637 -1.1188  0.0872
9 H 2.4151 -0.2983 -0.0406  0.0569
10 H 1.8853 0.9303 1.8927  0.0702
11 H 0.2817 2.1006 0.6517  0.0705
12 H 2.0862 1.5039 1.4726  0.0617
13 H -2.3644 1.4289 -0.1599  0.0967
14 H -1.2856 1.0725 -1.5467  0.1142
15 H -1.6455 -0.8244 0.7925  0.1514
16 H -2.1745 -1.9056 -1.0475  0.0941

total charge = 0
strongest force on any atom = 0.4 eV/A
HOMO energy = -8.8 eV
2S+1 = 1
Kohn-Sham gap = 9.7 eV
relative energy (zero: lowest compared OMol25 entry of this formula, charge and spin) = 71.8 kcal/mol

***

# 2
The following is a quantum chemistry calculation of an isolated molecule of C5H12N2, from the OMol25 dataset.

Last column: Löwdin charge in e.
Positions of all 19 atoms, in Å:
1 H 2.6639 -1.3785 -0.5835  0.0584
2 N 1.8186 -1.0838 -0.0900  0.1260
3 C 1.0796 -0.3021 -0.7712  -0.3578
4 C 1.6127 0.2544 -2.2285  -0.0385
5 C -0.1387 0.4759 -0.4490  -0.1317
6 N -1.1146 -0.2176 0.5757  -0.2456
7 C -0.5562 -1.0320 1.6475  -0.1481
8 C -1.9995 0.7912 1.1622  -0.1425
9 H 2.5341 0.8099 -2.0355  0.0654
10 H 1.8319 -0.6221 -2.8422  0.0633
11 H 0.9137 0.8963 -2.7665  0.0547
12 H 0.1515 1.4644 -0.0854  0.1253
13 H -0.7627 0.5774 -1.3420  0.1132
14 H -0.0814 -1.9404 1.2694  0.0633
15 H -1.3464 -1.4200 2.3048  0.0774
16 H 0.1381 -0.4683 2.2851  0.0810
17 H -1.4369 1.4908 1.7979  0.0793
18 H -2.5130 1.3703 0.3869  0.0771
19 H -2.7950 0.3341 1.7642  0.0798

total charge = 0
strongest force on any atom = 4.3 eV/A
HOMO energy = -8.3 eV
2S+1 = 1
Kohn-Sham gap = 9.3 eV
relative energy (zero: lowest compared OMol25 entry of this formula, charge and spin) = 44.8 kcal/mol
SMILES = [H]/N=C(\C)CN(C)C

***

# 3
The following is a quantum chemistry calculation of a cluster of 2 separate species, C15H16FNO7 in total, from the OMol25 dataset.

Last column: Löwdin charge in e.
Positions of all 40 atoms, in Å:
1 C 4.9435 -1.9045 2.1665  0.0970
2 C 4.4292 -1.1336 1.1023  -0.0999
3 O 4.1574 -0.2252 -0.0229  -0.0138
4 C 3.0427 0.7154 0.3016  -0.2291
5 O 3.0032 1.8312 -0.4778  0.0007
6 N 1.9886 0.4249 1.3881  -0.0793
7 C 1.4572 1.7634 1.8539  -0.0842
8 C 0.3731 1.6808 3.0898  -0.1433
9 O 0.6702 1.5744 4.3876  0.0198
10 F -1.0974 1.6903 2.7453  -0.0572
11 C 0.9350 -0.4260 0.7137  -0.1546
12 C 0.0978 -1.4209 1.7117  -0.3282
13 C -0.8838 -2.4648 0.8492  -0.1115
14 C 1.0655 -2.2714 2.7719  -0.0844
15 H 5.1598 -2.5592 3.1196  0.0740
16 H 0.9225 2.3930 0.9943  0.1521
17 H 2.3964 2.3587 2.2855  0.1691
18 H 1.5064 -1.1064 -0.0820  0.1580
19 H 0.2245 0.2717 0.0706  0.1298
20 H -0.6602 -0.8199 2.4112  0.1259
21 H -1.6329 -1.8653 0.1431  0.0534
22 H -1.5892 -3.1025 1.5643  0.0935
23 H -0.2311 -3.1487 0.1583  0.0903
24 H 0.7402 -3.3986 2.7255  0.0792
25 H 2.1683 -2.1093 2.4155  0.0406
26 H 0.8732 -1.8276 3.8630  0.0936
27 O -1.3332 -0.8077 -1.5039  0.0528
28 C -1.8230 0.0689 -2.2071  -0.2843
29 C -1.0264 1.1860 -2.7383  0.0807
30 C -1.5942 2.1333 -3.4873  -0.2028
31 O -0.8508 3.1844 -3.9920  0.0865
32 C -3.0472 2.0975 -3.8089  -0.3030
33 O -3.5442 2.9924 -4.4845  0.1108
34 C -3.8391 0.9679 -3.2982  0.0806
35 C -3.2708 0.0187 -2.5520  -0.2001
36 O -4.0082 -1.0475 -2.0706  0.0849
37 H 0.0282 1.2008 -2.4949  0.1345
38 H -1.4875 3.7346 -4.4985  0.1182
39 H -4.8908 0.9450 -3.5546  0.1394
40 H -3.3728 -1.5943 -1.5591  0.1103

total charge = 0
strongest force on any atom = 10.2 eV/A
HOMO energy = -10.0 eV
2S+1 = 1
Kohn-Sham gap = 8.1 eV
SMILES = C#COC(=O)N(CC(=O)F)CC(C)C.O=C1C=C(O)C(=O)C=C1O

***

# 4
The following is a quantum chemistry calculation of a cluster of 5 separate species, H10O5 in total, from the OMol25 dataset.

Last column: Löwdin charge in e.
Positions of all 15 atoms, in Å:
1 O -1.2150 2.1100 -1.8217  -0.0615
2 H -0.2977 2.5079 -2.0613  0.0919
3 H -0.9742 1.4541 -1.2680  -0.1093
4 O 0.8129 -2.0525 -0.8051  -0.1152
5 H 0.0270 -1.9962 -1.5205  0.1357
6 H 0.6585 -2.7045 -0.1005  0.0580
7 O 0.0310 0.4992 0.0400  -0.1511
8 H 0.4811 -0.2005 -0.4814  0.0109
9 H 0.7604 0.7181 0.8068  0.0827
10 O -2.0312 -1.4654 -0.0318  -0.0778
11 H -1.3064 -0.8932 -0.3260  -0.0192
12 H -2.2911 -1.4552 0.8976  0.0428
13 O 1.9334 1.0253 1.9398  0.1204
14 H 1.8086 1.8463 2.0817  -0.0326
15 H 1.6026 0.6066 2.6505  0.0242

total charge = 0
strongest force on any atom = 9.6 eV/A
HOMO energy = -10.7 eV
2S+1 = 1
Kohn-Sham gap = 11.0 eV
relative energy (zero: lowest compared OMol25 entry of this formula, charge and spin) = 58.9 kcal/mol
SMILES = O.O.O.O.O

***

# 5
The following is a quantum chemistry calculation of a structure of composition C4H3CdLiO, from the OMol25 dataset.

Last column: Löwdin charge in e.
Positions of all 10 atoms, in Å:
1 C 1.3648 -1.8275 0.3635  -0.0233
2 C 2.2940 -0.8163 0.3546  -0.0057
3 H 1.7709 -2.8644 0.2425  0.0391
4 H 3.3702 -1.0524 0.4360  0.0301
5 Cd -3.3686 1.4202 -0.0879  0.6083
6 C -1.6818 0.1644 0.3051  -0.3264
7 C -0.7737 0.9185 -0.1849  -0.6375
8 O -0.0734 1.7589 -0.6890  -0.1559
9 H -1.6385 -0.7999 0.8012  0.0006
10 Li -1.2640 3.0985 -1.5409  0.4708

total charge = 0
strongest force on any atom = 8.5 eV/A
HOMO energy (alpha / beta) = -6.2 / -6.2 eV
2S+1 = 1
Kohn-Sham gap (alpha / beta) = 5.4 / 5.3 eV
relative energy (zero: lowest compared OMol25 entry of this formula, charge and spin) = 0.0 kcal/mol

***

# 6
The following is a quantum chemistry calculation of a structure of composition C5H13InNO3P, from the OMol25 dataset.

Last column: Löwdin charge in e.
Positions of all 24 atoms, in Å:
1 N 2.1455 -1.7145 -0.1443  0.1694
2 C 1.7790 -0.8256 0.8752  -0.4725
3 O 1.0547 -1.1567 1.7967  0.1784
4 C 2.1720 0.6257 0.7852  -0.1667
5 C 1.4251 1.2461 -0.3206  -0.1511
6 P -0.4668 1.0661 0.3201  0.8343
7 O -0.9016 0.0122 -1.0851  -0.4146
8 C -1.9301 -0.8708 -0.7504  -0.3664
9 C -2.7550 -0.2464 0.3837  -0.1770
10 O -2.1104 0.9327 0.7452  -0.2647
11 H 1.7260 -1.4362 -1.0232  0.1013
12 H 3.1490 -1.6845 -0.3015  0.1278
13 H 3.2471 0.6623 0.5772  0.1723
14 H 2.0287 1.1457 1.7275  0.1387
15 H 1.5799 2.3165 -0.3790  0.1114
16 H 1.6013 0.8578 -1.3126  0.1036
17 H -0.7366 2.3300 -0.3033  0.1791
18 H -0.3234 1.7479 1.6104  0.1401
19 H -0.0192 -0.1307 1.1030  0.1817
20 H -1.5125 -1.8482 -0.5283  0.1354
21 H -2.6148 -0.9528 -1.6070  -0.0932
22 H -3.7696 -0.0416 0.0724  0.1399
23 H -2.8208 -0.9183 1.2383  0.1473
24 In -1.9474 -1.1168 -3.4794  1.2456

total charge = +2
strongest force on any atom = 4.1 eV/A
HOMO energy = -17.7 eV
2S+1 = 1
Kohn-Sham gap = 6.0 eV

***

# 7
The following is a quantum chemistry calculation of a cluster of 2 separate species, C5H11NO in total, from the OMol25 dataset.

Last column: Löwdin charge in e.
Positions of all 18 atoms, in Å:
1 C -1.7854 -1.5728 1.7767  -0.0112
2 C -1.3807 -1.2393 0.5676  -0.1747
3 C -0.4342 -0.1265 0.2570  -0.3204
4 C -0.9127 0.9410 -0.6818  -0.0739
5 C 0.6640 0.0126 1.0255  -0.1756
6 N 1.5817 1.0325 0.8531  0.0572
7 H -1.3493 -1.2410 2.7132  0.0564
8 H -2.5824 -2.2778 2.0106  0.0475
9 H -1.6594 -1.7743 -0.3364  0.1002
10 H -0.3851 1.0637 -1.6329  0.0575
11 H -0.9363 1.9079 -0.1785  0.0807
12 H -1.9463 0.7115 -0.9615  0.0730
13 H 0.9622 -0.8592 1.5935  0.1179
14 H 1.5357 1.5510 -0.0186  0.0706
15 H 2.5347 1.0122 1.1670  0.0795
16 O 2.2470 0.2952 -2.3950  -0.0362
17 H 1.9315 -0.4648 -2.8416  0.0168
18 H 1.9150 1.0279 -2.9179  0.0349

total charge = 0
strongest force on any atom = 1.8 eV/A
HOMO energy = -7.4 eV
2S+1 = 1
Kohn-Sham gap = 8.1 eV
relative energy (zero: lowest compared OMol25 entry of this formula, charge and spin) = 51.5 kcal/mol
SMILES = C=C/C(C)=C/N.O

***

# 8
The following is a quantum chemistry calculation of an isolated molecule of C11H14INS, from the OMol25 dataset.

Last column: Löwdin charge in e.
Positions of all 28 atoms, in Å:
1 C -4.5587 -0.6707 0.7243  -0.1136
2 C -3.2170 -1.2008 0.2709  -0.2587
3 C -2.1392 -0.1226 -0.0928  -0.6553
4 C -1.7853 0.0967 -1.3526  -0.1563
5 C -0.6171 0.9487 -1.6763  -0.2568
6 C 0.2523 1.2029 -0.4034  -0.7361
7 I 0.4291 3.3382 0.0337  0.8186
8 C 1.5032 0.5002 -0.0863  -0.3166
9 C 1.7112 -0.3487 0.9445  -0.0252
10 C 3.0882 -0.9593 1.0545  -0.1045
11 C 4.1983 0.1214 0.5655  -0.2194
12 N 3.8859 0.6906 -0.6172  0.0182
13 C 2.7053 0.9084 -0.9380  -0.1338
14 S -1.2420 0.5856 1.1372  0.8633
15 H -4.3405 0.1098 1.4907  0.0798
16 H -5.1248 -1.5773 1.1824  0.1098
17 H -5.1255 -0.2322 -0.0079  0.0337
18 H -3.3917 -1.6662 -0.6097  0.0517
19 H -2.8767 -1.9370 1.0940  0.1376
20 H -2.1832 -0.5187 -2.1865  0.1257
21 H 0.0283 0.4413 -2.3943  0.1126
22 H -0.8466 1.8715 -2.2319  0.0919
23 H 0.8673 -0.5001 1.5302  0.0258
24 H 3.2838 -1.2721 2.0270  0.0742
25 H 3.2239 -1.9128 0.5364  0.1142
26 H 4.3791 0.9148 1.3255  0.1434
27 H 5.1025 -0.3284 0.4848  0.0710
28 H 2.7899 1.5167 -1.8048  0.1048

total charge = 0
strongest force on any atom = 5.0 eV/A
HOMO energy = -8.1 eV
2S+1 = 1
Kohn-Sham gap = 8.1 eV
relative energy (zero: lowest compared OMol25 entry of this formula, charge and spin) = 13.6 kcal/mol
SMILES = CCC1=CC[C@](I)(C2=CCCN=C2)S1

***

# 9
The following is a quantum chemistry calculation of a structure of composition C4H8NO2, from the OMol25 dataset.

Last column: Löwdin charge in e.
Positions of all 15 atoms, in Å:
1 O -0.7708 -1.2632 -1.0624  -0.1373
2 C -0.6038 -0.9385 0.1419  -0.4408
3 C -0.5018 0.5687 0.4940  -0.3541
4 C -1.6478 1.4803 0.0995  -0.0765
5 N 0.6791 0.9599 -0.3348  -0.0426
6 C 1.7284 0.0480 0.1171  -0.3636
7 O 1.1411 -1.1629 0.5380  -0.2360
8 H -1.0616 -1.4958 0.9752  0.1040
9 H -0.1342 0.7121 1.5153  0.1284
10 H -2.2055 1.1878 -0.7931  0.0746
11 H -1.2656 2.4691 0.0468  0.0448
12 H -2.3554 1.5963 0.9072  0.0509
13 H 0.4242 0.7849 -1.2836  0.0732
14 H 2.4021 -0.1736 -0.7050  0.0894
15 H 2.2554 0.5214 0.9598  0.0856

total charge = -1
strongest force on any atom = 2.1 eV/A
HOMO energy = -3.6 eV
2S+1 = 1
Kohn-Sham gap = 7.9 eV
relative energy (zero: lowest compared OMol25 entry of this formula, charge and spin) = 56.2 kcal/mol

***

Question: Which of these has the highest total charge?
Answer: C5H13InNO3P

***

Question: Number 8 is which compound?
Answer: C11H14INS

***

Question: Which value of total charge does entry 6 give?
Answer: +2